Molecular formula: C10H15NS
Method: DFT, ωB97M-V with the def2-TZVPD basis set

Structure (XYZ):
```
27
Properties=species:S:1:pos:R:3:forces:R:3:mulliken_charge:R:1
C -1.65603 1.42277 -0.49263 -0.9420 1.4512 1.9510 -0.17
H 4.84412 0.15928 0.84507 -0.0291 -0.5303 0.1713 0.36
C 0.52296 -0.20451 0.43321 -2.5506 0.0061 0.1423 1.07
C 2.77156 0.25307 0.25254 -0.0928 -0.5691 0.7033 0.97
H -3.82928 -0.37082 0.05192 -1.1395 0.6241 -0.3794 0.31
C 4.03850 0.87651 0.74438 0.5251 -0.8125 -1.8006 -1.49
C 1.71329 -1.49787 -0.92041 -1.8018 -0.1742 -0.1309 -0.66
H -3.56545 -2.17688 0.00281 -1.1010 -0.5747 -0.8087 0.34
H -0.52678 2.19332 2.13408 0.0523 0.3781 0.2129 -0.01
H -2.25176 1.29578 -2.53605 -0.0411 -0.6925 0.8382 0.28
H -2.16281 -0.23024 -1.63281 -0.1811 -0.8502 -0.4582 0.42
H 3.70500 -1.12841 -1.23031 0.5556 0.3571 -0.1599 0.40
C -3.46332 -1.24591 0.50732 1.2807 -1.4678 3.5862 -1.05
C 2.80880 -0.78432 -0.75755 1.7324 2.6926 2.6320 -0.55
H 1.36975 1.43351 1.62481 0.4969 -1.3807 -1.3339 -0.06
N 0.55263 -1.25646 -0.33613 0.0446 0.1930 -0.1946 -0.51
C -1.99303 -1.12861 0.55029 0.7395 -0.1498 0.8993 -0.51
H -1.22039 -1.84165 0.76951 -0.7421 -1.1962 -0.1695 0.55
H -3.66776 0.87941 -1.56462 2.2580 -0.3458 0.6742 0.18
H -2.09225 2.41611 -0.11353 1.0557 -1.6186 -0.1330 0.28
H -3.85714 -1.45988 1.63119 0.5134 0.7953 -2.4325 0.25
H 3.99089 1.41387 1.64495 -0.4490 0.8597 1.0326 0.40
S -1.19727 0.34752 0.77882 -0.4482 2.2840 -0.0915 0.07
C -2.47245 0.78843 -1.54316 -1.6705 1.5615 -2.8646 -1.10
H 1.69569 -2.22911 -1.63761 -0.0005 -2.1429 -1.4926 0.46
C 1.54082 0.59508 0.86418 1.7043 0.4613 -0.2343 -0.59
H 4.40171 1.48002 -0.07028 0.2306 0.8412 -0.1590 0.34
```
Positions in Å, forces in eV/Å.

Calculated values
2S+1: 3
Total charge: 0
Total energy, eV: -22929.6209
Molecular weight, u: 181.30
Orbital gap (spin up / spin down), eV: 7.006 / 5.509
E_HOMO (spin up / spin down), eV: -6.436 / -6.610

---

Molecular formula: C5H16N2
Method: DFT, ωB97M-V with the def2-TZVPD basis set

Structure (XYZ):
```
23
Properties=species:S:1:pos:R:3:forces:R:3:mulliken_charge:R:1
H -0.31389 1.37803 -0.23580 -0.3521 0.1467 -0.0585 0.20
H -0.01166 0.65321 2.80234 0.3637 -0.1318 0.1055 0.29
H 1.73672 0.96607 3.03600 -0.3524 -0.2741 -0.0357 0.32
H 0.32236 0.94796 -2.71582 -0.2832 0.1911 -0.1383 0.26
C 0.98314 0.18022 2.85944 0.0306 0.3076 -0.1193 -0.90
C 0.35841 -1.59926 1.34271 -0.2317 0.1575 -0.0950 -0.42
H -1.80797 0.15094 -1.65262 -0.0327 0.4701 -0.0902 0.28
H 0.02669 -3.14455 -0.14394 0.3198 0.2844 0.0485 0.34
H -1.03764 2.79910 -0.61779 -0.0855 -0.4869 0.0567 0.23
N -1.20857 1.79220 -0.51986 0.4993 0.2373 -0.0159 -0.56
N 1.25794 -0.47400 1.58286 0.4357 -0.2673 0.1471 -0.34
H 0.99327 -0.51558 3.71523 -0.0426 0.1080 -0.0812 0.33
H 0.67381 -1.60724 -0.79759 0.0604 -0.2912 0.2817 0.18
C -1.62880 1.23259 -1.80554 -0.2735 -0.1148 -0.0128 -0.36
H -1.03364 0.97641 -3.88622 0.1844 0.1716 0.2752 0.31
H 0.36786 -2.32057 2.18239 -0.0744 0.1421 -0.1183 0.37
H -2.59697 1.70016 -2.06906 0.3610 -0.3162 0.1095 0.32
H -0.66583 -1.18652 1.26507 0.3614 -0.2178 0.0972 0.33
H 1.74772 -2.71708 0.11032 -0.3405 0.0912 -0.0918 0.34
C -0.64207 1.42536 -2.95792 0.0489 -0.0063 -0.0470 -0.99
H -0.46829 2.50040 -3.13312 -0.0007 -0.3713 0.0039 0.30
H 2.22377 -0.82600 1.58937 -0.5259 0.2228 -0.0409 0.25
C 0.72366 -2.31184 0.04956 -0.0700 -0.0528 -0.1803 -1.06
```
Positions in Å, forces in eV/Å.

Calculated values
2S+1: 1
Total charge: 0
Total energy, eV: -8424.3606
Molecular weight, u: 104.20
Orbital gap, eV: 10.092
E_HOMO, eV: -8.956
SMILES: CCNC.CCN

---

Molecular formula: C20H57BFN14O27P2
Method: DFT, ωB97M-V with the def2-TZVPD basis set

Structure (XYZ):
```
122
Properties=species:S:1:pos:R:3:forces:R:3:mulliken_charge:R:1
N 2.57982 1.37239 3.48620 0.5656 0.6197 0.7472 0.97
H 0.75397 0.60525 2.80484 0.2230 -0.1030 0.0469 0.26
C -4.48185 -2.44847 2.43652 -0.2141 -0.0060 -0.2789 -0.41
H -5.07634 -4.89039 -4.12827 0.2395 -0.0628 0.0259 0.28
C 8.80081 4.19259 2.05719 0.0904 -0.1926 -0.2252 -0.61
H -6.17838 -6.46171 3.02187 -0.0906 0.1483 0.2629 0.30
H -6.67808 -7.05811 4.64098 0.1653 0.2065 0.0184 0.30
H 0.81000 2.73002 -0.33953 -1.9603 1.0413 -0.4419 -0.05
H 8.82162 3.97568 0.98709 -0.0698 0.1473 0.2834 0.30
O -7.49318 -4.46684 3.32284 0.6092 -0.4518 1.3310 -0.49
C -6.19919 -6.24480 4.09198 0.0987 -0.2314 -0.2593 -0.70
P -2.37936 0.44577 -2.27181 1.4991 0.3659 -2.5015 0.55
F 0.30045 0.25603 0.20076 -1.4771 -1.6966 -2.0508 -0.22
H -2.91779 4.50832 4.65812 0.1355 0.0024 -0.2127 0.29
O 9.01895 -0.97506 3.55861 -0.9118 1.4549 -1.0562 -0.51
H 6.28734 -5.58703 0.47829 -0.0981 0.1880 -0.1482 0.30
B -2.26631 2.29576 -1.65466 -0.1291 3.5090 0.4879 -0.03
C 0.41774 -1.15564 -4.37262 0.2827 1.7730 -0.2700 -0.57
H -2.23995 3.66814 0.17094 1.3645 -1.9295 -0.9286 -0.04
N -0.62692 2.31149 6.83671 -0.7518 0.0579 -0.1072 0.84
H -5.07988 -6.39061 -3.13998 0.2192 0.2532 -0.0006 0.32
H 1.97526 0.89651 1.52011 0.0390 0.0013 0.4531 0.14
H -2.78824 -1.80788 -8.31132 0.0493 -0.1617 0.1880 0.32
H 6.69126 0.01423 4.18877 0.0688 -0.1462 -0.1748 0.31
H 1.02332 1.65886 -2.63680 -0.7472 -0.5501 -2.1396 -0.01
H -3.69468 -6.04481 -4.23018 -0.1233 0.2120 0.0552 0.29
N -3.04962 -2.71320 2.74043 0.7847 -0.0761 0.6885 0.91
C 5.37981 -5.01898 0.26395 -0.1972 -0.3184 0.0182 -0.77
C -0.10521 3.40636 -0.61114 0.6741 0.7477 -0.2817 -0.44
H -0.34526 -2.17275 1.30542 1.0624 0.0635 -2.5959 0.28
N -1.73302 0.22301 -3.91613 2.3297 -0.4189 3.7387 -0.19
H 0.64181 3.00756 8.35077 -0.1383 -0.2229 -0.0348 0.29
H 0.51050 -0.90813 -1.59720 -1.5533 0.6078 1.6044 -0.43
C -1.57450 2.76821 -0.24228 -0.8704 0.5457 0.2664 0.60
O -5.26322 -0.07206 -0.87302 2.5036 2.3752 -1.6873 -0.49
O 0.14760 7.35911 -4.68855 -0.5493 -1.5575 1.2810 -0.50
H -2.92719 -2.53085 -6.66510 0.0744 0.0552 -0.2045 0.25
C -0.19060 -0.84089 -0.66395 0.7247 -2.4506 0.9045 0.99
C -2.33891 3.76693 4.10363 -0.1839 -0.3079 0.2388 -0.79
O -1.16808 -3.83631 -8.07764 0.3864 1.7905 0.8674 -0.52
N 3.84579 -0.55321 -2.58995 -0.2778 0.0289 -0.7765 0.97
C 1.80899 0.52759 2.53443 0.0356 0.0566 -0.2764 -0.65
H -5.29437 -2.01171 -2.55852 0.8820 0.9521 -0.8272 0.21
H 2.17079 -0.49758 2.63621 -0.1517 0.1382 0.1096 0.30
C -0.36585 0.26544 -3.96729 0.2353 -1.1497 -0.0766 0.19
N -7.00517 -5.01477 4.31812 -0.6137 0.8454 0.4905 0.80
H 8.32192 3.37928 2.60620 0.1970 0.1900 -0.0123 0.19
O 3.47047 -1.71266 -2.79918 0.2467 1.5226 0.0503 -0.57
H -4.69031 -1.41181 2.70873 0.0135 -0.2305 0.1537 0.25
O -5.35208 1.30540 -3.45315 0.3629 -1.6095 3.1110 -0.52
N -3.05421 3.50264 2.82605 -0.3731 0.1482 -0.4962 0.96
C 6.89795 -0.12868 3.12619 -0.2854 0.1124 -0.0702 -0.68
O 0.01382 -2.17292 -7.24729 -1.2217 -0.9369 -0.6129 -0.51
O 8.84760 0.75920 2.21095 -0.4108 -1.1514 0.9762 -0.52
C -1.79422 -0.82632 -0.97872 -0.4537 -0.2056 1.2344 -0.42
H -5.19170 -6.05205 4.46618 -0.2314 -0.0711 0.0950 0.28
H -2.16483 5.50212 -4.12180 0.1140 0.1040 0.2065 0.17
O -3.01612 -3.94693 -2.84006 -0.8494 -1.1694 0.7142 -0.38
C 0.09108 -2.24738 0.19678 -0.6288 0.1718 0.1592 -1.04
C -2.30270 -1.94554 -7.34306 -0.1187 0.2964 0.1068 -0.61
N -4.78019 -1.35455 -3.21013 0.1701 2.4776 2.5322 -0.58
C 0.59861 1.56744 -3.73042 -0.8612 0.9644 -0.5296 -0.42
H -0.02141 3.64951 -1.77665 -0.2209 -0.2955 2.6706 -0.08
O -2.32410 -3.05136 1.79798 -0.7183 0.4057 1.2739 -0.52
H -2.24038 -1.89720 -1.25843 1.2868 2.2484 0.3087 0.31
C -1.80205 6.47123 -3.77330 -0.2966 0.1847 -0.1295 -0.59
N 7.99483 5.42262 2.28334 -0.5833 0.9464 0.1282 0.84
H -3.72869 3.65672 -2.22907 1.5837 -0.3492 -0.4494 0.32
H 6.46291 0.68096 2.53642 0.2227 -0.1528 0.1300 0.27
H -4.65209 -2.60875 1.36978 0.1434 -0.0422 0.2556 0.25
N 8.37525 -0.11240 2.94997 1.1479 -0.2086 0.0216 0.89
H 5.25075 -4.86654 -0.80952 0.1805 0.0014 0.1799 0.30
H -2.33583 -0.53993 0.04546 1.0669 -0.3931 -2.1783 0.22
O -7.12520 -4.63410 5.48845 0.1213 -0.4567 -1.9360 -0.49
H -1.56461 1.96292 0.60753 0.2741 1.4765 -1.6954 0.05
O 7.87480 5.80329 3.45366 0.0688 -0.4432 -1.7597 -0.50
H 3.98221 0.45247 -0.75788 0.1636 0.0069 -0.1914 0.23
O 0.31895 5.62484 -3.34089 -0.6615 1.0296 -0.8257 -0.52
N -1.04928 -2.71312 -7.57435 0.7253 -0.7846 -0.3385 0.85
C 4.56109 -0.28892 -1.31237 0.1476 -0.1959 0.2916 -0.53
H -0.04030 2.55868 -3.91577 1.1785 -2.2203 0.4648 0.22
O -2.85001 3.31169 -2.56569 -0.2458 -2.4228 2.2356 -0.59
O 3.68124 0.41081 -3.34664 0.0234 -1.5953 0.9773 -0.51
N -0.32475 6.48751 -3.94952 1.0568 0.5006 -0.5008 0.83
P -4.55749 0.09221 -2.46517 -4.7150 -3.9466 -1.9785 0.65
H 1.43232 -1.22464 -3.74732 -2.2740 0.2290 -1.2904 0.04
O 2.49556 1.08086 4.68490 0.2489 0.5444 -1.6857 -0.54
O 6.48218 -2.98803 0.51292 -1.4784 -0.7167 0.6762 -0.47
H 1.45919 2.07021 7.05437 -0.3029 0.0149 0.0321 0.28
H 0.76386 -1.00886 -5.49809 -0.8354 -0.5970 2.3303 0.35
O 7.50682 5.97055 1.28806 0.5553 -0.6054 1.5166 -0.51
H -2.26613 2.83435 4.66719 -0.1401 0.4049 -0.3939 0.37
N 5.52975 -3.67899 0.89297 0.1225 0.7463 0.4022 0.83
O -3.98112 -5.23483 -1.33563 0.4687 0.8181 -1.5297 -0.51
O 3.24471 2.29960 3.00959 -0.8275 -1.2436 0.8521 -0.54
H -1.34558 4.14478 3.85310 -0.2384 0.0192 0.0162 0.30
H -0.27647 -2.08258 -4.20695 1.2859 1.9677 -0.4750 0.15
O -2.69419 -2.57396 3.91655 -0.3405 -0.2973 -2.0143 -0.52
O -3.42953 2.34319 2.61682 0.3158 1.4466 -0.2404 -0.53
H -2.00874 6.61413 -2.71073 0.0795 -0.1615 -0.1689 0.26
H -6.35299 1.19892 -3.27777 2.0715 0.0206 -0.3935 0.37
H 0.03255 4.41962 -0.00795 -0.3039 -2.1764 -1.4387 0.36
H -2.23709 7.28087 -4.36307 0.2472 -0.1743 0.1263 0.33
H 0.44368 1.21714 8.26594 -0.0859 0.2492 -0.0220 0.29
H -0.51797 -3.13847 -0.31364 1.6097 1.9551 1.0026 0.34
O -3.21876 4.46666 2.06937 0.0272 -1.5556 0.7519 -0.57
C -4.45994 -5.60919 -3.58456 -0.2211 -0.2683 -0.0669 -0.78
H 4.63387 -1.22150 -0.74881 -0.0295 0.1933 -0.2309 0.10
H 9.80830 4.38534 2.43140 -0.2447 -0.0770 0.0640 0.29
N -3.76283 -4.87091 -2.49704 0.3924 0.2927 0.8495 0.78
H 6.53517 -1.09779 2.77770 0.1059 0.0916 0.1581 0.23
H -5.07874 -3.14307 3.03107 0.0737 0.2641 -0.0288 0.04
O -0.44989 2.34977 5.61354 -0.2656 -0.1865 1.6162 -0.49
H 4.50514 -5.51392 0.69126 0.2265 0.2408 -0.0307 0.31
O 4.69412 -3.35726 1.74570 1.2021 -0.0542 -1.1222 -0.49
H 5.55442 0.08893 -1.56291 -0.2364 0.0545 0.0370 0.32
O -1.71541 2.40450 7.41595 1.5439 -0.1073 -1.2358 -0.51
H -2.04923 -0.98105 -6.89796 0.0223 -0.2904 -0.0998 0.20
H 1.48030 1.62227 -4.52570 -1.8446 -0.5736 1.8903 0.38
H 1.24498 -2.46804 0.24221 -2.3552 0.4412 -0.2185 0.26
C 0.57664 2.13770 7.69401 0.4240 -0.0259 -0.0388 -0.71
H -4.88459 0.61981 -0.24984 -0.8529 -0.9440 -0.7211 0.34
```
Positions in Å, forces in eV/Å.

Calculated values
2S+1: 1
Total charge: +1
Total energy, eV: -119735.1961
Molecular weight, u: 1017.50
Orbital gap, eV: 7.625
E_HOMO, eV: -11.955